Entry 1:
# C18H18MoN2O4

A structure of composition C18H18MoN2O4 (ωB97M-V with the def2-TZVPD basis set, the Open Molecules 2025 dataset).

## Properties
- Relative energy (zero: lowest compared OMol25 entry of this formula, charge and spin): 23.71 kcal/mol
- Net charge: +2
- M: 422.29 g mol⁻¹
- Total energy: -1174.66582 hartree
- Orbital gap (alpha / beta): 5.61 / 5.62 eV
- HOMO level (alpha / beta): -0.5236 / -0.5237 Eh
- 2S+1: 1

Cartesian coordinates (Å):
Mo: -0.5655 -0.1508 0.0933
C: -1.5085 3.8984 -3.7582
O: -1.0475 2.9125 -2.8356
C: 0.2722 2.6970 -2.7301
C: 1.2857 3.3577 -3.4406
C: 2.6181 3.0519 -3.2092
C: 2.9882 2.1011 -2.2733
C: 2.0081 1.4140 -1.5378
C: 2.3536 0.4503 -0.5376
N: 1.4776 -0.2634 0.1326
N: 1.9794 -1.1001 1.0837
C: 1.0270 -1.6015 1.8105
O: -0.2048 -1.2049 1.4351
C: 1.2098 -2.4078 2.9832
C: 0.0878 -2.7039 3.7821
C: 0.2578 -3.3569 4.9831
C: 1.5348 -3.7343 5.3913
C: 2.6428 -3.4738 4.5923
C: 2.4922 -2.8160 3.3909
C: 0.6473 1.7243 -1.7871
O: -0.2734 1.0639 -1.0791
H: -2.5883 3.9505 -3.6245
H: -1.0711 4.8777 -3.5454
H: -1.2809 3.6018 -4.7853
H: 1.0338 4.1238 -4.1580
H: 3.3790 3.5779 -3.7671
H: 4.0320 1.8886 -2.1014
H: 3.4058 0.2951 -0.2964
H: -0.8978 -2.3859 3.4615
H: -0.5937 -3.5667 5.6101
H: 1.6680 -4.2170 6.3478
H: 3.6256 -3.7751 4.9174
H: 3.3368 -2.5842 2.7643
C: -3.8889 0.8759 -0.5681
O: -2.6328 0.2479 -0.2687
C: -2.3468 -1.0073 -0.4331
C: -3.3021 -2.0035 -0.9166
H: -4.1398 0.6965 -1.6200
H: -3.7570 1.9459 -0.3916
H: -4.6753 0.4818 0.0853
H: -4.3401 -1.6627 -0.9160
H: -3.2097 -2.9295 -0.3415
H: -3.0415 -2.2910 -1.9435

***

Entry 2:
# C4H8FN2

A cluster of 2 separate species, C4H8FN2 in total (ωB97M-V with the def2-TZVPD basis set, the Open Molecules 2025 dataset).

## Properties
- Relative energy (zero: lowest compared OMol25 entry of this formula, charge and spin): 90.64 kcal/mol
- Net charge: +1
- M: 103.12 g mol⁻¹
- Total energy: -366.20313 hartree
- Orbital gap: 9.85 eV
- HOMO level: -0.5315 Eh
- 2S+1: 1

Cartesian coordinates (Å):
C: 0.2440 1.3164 -1.0692
C: 0.5808 0.3123 -0.3356
C: -0.6832 -1.6123 -0.7604
C: 0.9142 2.6908 -0.9715
N: -0.2575 -2.6823 -1.3520
N: -1.8892 -1.4451 -0.3662
F: 1.1133 0.1151 0.8018
H: -0.4490 1.1314 -1.9135
H: 0.6995 3.1999 0.0159
H: 1.9747 2.6469 -0.9479
H: 0.4846 3.2579 -1.7306
H: 0.5174 -2.8575 -1.8534
H: -0.8821 -3.4090 -1.6089
H: -2.0487 -0.4352 -0.1069
H: -2.6940 -2.0989 -0.5555

***

Entry 3:
# C14H16O

A cluster of 2 separate species, C14H16O in total (ωB97M-V with the def2-TZVPD basis set, the Open Molecules 2025 dataset).

## Properties
- Relative energy (zero: lowest compared OMol25 entry of this formula, charge and spin): 47.84 kcal/mol
- Net charge: +1
- M: 200.28 g mol⁻¹
- Total energy: -617.95961 hartree
- Orbital gap (alpha / beta): 8.22 / 4.37 eV
- HOMO level (alpha / beta): -0.4366 / -0.4361 Eh
- 2S+1: 2

Cartesian coordinates (Å):
C: -2.6377 2.5024 2.7627
C: 1.3344 0.8685 2.0277
C: 0.6823 1.5194 0.9858
C: 0.7925 0.8542 3.2886
C: -0.6627 2.0628 1.1956
C: -0.5325 1.3332 3.5414
C: -1.2435 1.9835 2.4767
H: 2.3736 0.5737 1.9984
H: 1.1163 1.6562 -0.0709
H: 1.2998 0.4324 4.1213
H: -1.2720 2.4373 0.3990
H: -0.7658 1.2666 4.6368
H: -2.7112 3.6305 2.4310
H: -2.7831 2.5749 3.8206
H: -3.4420 1.9585 2.2369
C: 0.0333 -1.0489 -4.6052
C: 0.9420 -2.1021 -0.5357
C: -0.1951 -1.2295 -0.7950
C: 1.7873 -2.4282 -1.5999
C: -0.4508 -0.9373 -2.1333
C: 1.4447 -2.1399 -2.8683
C: 0.2358 -1.4973 -3.1500
O: 1.3332 -2.4224 0.7101
H: -0.8491 -0.9212 0.0151
H: 0.8332 -2.3332 1.5949
H: 2.7395 -2.9001 -1.3262
H: -1.4446 -0.3993 -2.3340
H: 2.0679 -2.4574 -3.7064
H: 0.9394 -1.0447 -5.1933
H: -0.2547 -0.0610 -4.9061
H: -0.7103 -1.7315 -5.0183

***

> What is the formula in the second record?

C4H8FN2

***

> Among the records above, which one has the lowest total energy?

C18H18MoN2O4